No. 1
Density functional theory data (wB97M-V/def2-TZVPD) for a structure of composition C17H23N6RhS in a non-equilibrium geometry.

Last column: Mulliken charge in e.
CARTESIAN COORDINATES (ANGSTROEM)
Rh  -0.318  -0.260  -0.158  0.445
C  -1.096  2.695  0.412  -0.770
C  -2.132  2.064  -0.499  -0.737
N  -2.262  0.609  -0.306  -0.045
C  -3.080  0.159  0.838  -0.878
C  -2.339  0.344  2.133  -0.745
N  -0.955  -0.156  1.974  -0.203
C  0.060  0.602  2.733  -0.633
C  0.679  1.737  1.902  -0.844
N  0.100  1.831  0.544  -0.064
H  -1.492  2.910  1.402  0.283
H  -0.830  3.660  -0.021  0.515
H  -1.841  2.218  -1.537  0.405
H  -3.092  2.566  -0.353  0.424
H  -2.688  0.228  -1.148  0.436
H  -3.288  -0.901  0.685  0.405
H  -4.034  0.691  0.867  0.390
H  -2.862  -0.192  2.926  0.490
H  -2.308  1.389  2.431  0.273
H  -0.919  -1.124  2.279  0.403
H  0.850  -0.087  3.023  0.406
H  -0.377  0.987  3.655  0.490
H  1.742  1.531  1.794  0.389
H  0.593  2.692  2.423  0.432
H  0.826  2.204  -0.058  0.361
S  -1.002  -2.192  -1.393  -0.234
C  -0.595  -1.124  -2.698  0.757
C  -0.630  -1.400  -4.059  -0.857
C  -0.289  -0.384  -4.929  -0.136
C  0.067  0.873  -4.430  -1.007
C  0.089  1.066  -3.071  -0.229
N  -0.235  0.072  -2.225  0.062
H  -0.919  -2.381  -4.408  0.465
H  -0.304  -0.558  -5.996  0.432
H  0.327  1.690  -5.087  0.443
H  0.367  2.020  -2.643  0.498
N  6.066  -0.787  0.854  -0.353
C  4.999  -1.204  0.915  -0.287
C  3.663  -1.727  0.994  0.058
C  3.410  -3.007  1.480  -0.122
C  2.099  -3.450  1.520  -1.128
C  1.092  -2.618  1.071  -0.247
N  1.336  -1.375  0.625  0.281
C  2.598  -0.941  0.583  -0.287
H  4.227  -3.638  1.804  0.548
H  1.856  -4.437  1.888  0.466
H  0.065  -2.954  1.051  0.558
H  2.776  0.058  0.210  0.691

- LUMO level (hartree) = -0.2479
- 2S+1 = 1
- electronic energy (hartree) = -1498.372837
- net charge = +2

---

No. 2
Density functional theory data (wB97M-V/def2-TZVPD) for a structure of composition C17H23N9O in a non-equilibrium geometry.

Last column: Mulliken charge in e.
CARTESIAN COORDINATES (ANGSTROEM)
N  0.949  0.322  -0.646  -1.148
N  2.353  -0.014  -2.428  -0.576
N  0.337  3.560  -2.230  -0.526
N  -1.371  4.740  -1.200  -0.679
O  1.491  -3.832  0.783  -0.397
C  1.785  -0.452  -1.259  0.212
C  1.890  1.159  -2.466  0.317
C  -0.419  4.638  -2.115  -0.491
C  0.237  2.600  -1.332  0.452
C  -1.399  3.837  -0.224  0.127
C  -0.608  2.728  -0.244  0.071
C  4.460  -4.849  -1.130  -0.513
C  4.773  -3.681  -1.814  -0.887
C  3.348  -4.978  -0.310  -0.525
C  3.922  -2.585  -1.653  -0.418
C  2.505  -3.858  -0.122  1.039
C  2.822  -2.654  -0.803  0.284
N  2.281  1.920  -3.528  -0.506
N  2.010  -1.570  -0.512  -0.075
N  1.006  1.438  -1.471  0.666
N  -2.334  4.107  0.756  -0.112
N  -3.803  0.884  2.101  0.016
C  0.814  -5.090  1.033  -0.902
C  -2.622  0.065  2.525  -0.901
C  -4.729  1.156  3.211  -0.985
C  -2.843  3.183  1.766  -0.542
C  -3.583  1.994  1.137  -0.929
H  -0.266  5.465  -2.814  0.391
H  -0.635  1.986  0.509  0.681
H  5.151  -5.691  -1.247  0.316
H  5.675  -3.613  -2.399  0.389
H  3.216  -5.906  0.232  0.264
H  4.172  -1.649  -2.148  0.370
H  1.698  2.762  -3.668  0.326
H  2.479  1.358  -4.351  0.247
H  1.281  -1.724  0.184  0.284
H  -2.931  4.902  0.498  0.312
H  0.517  -5.598  0.115  0.402
H  -0.127  -4.877  1.578  0.253
H  1.414  -5.749  1.638  0.318
H  -1.987  0.608  3.242  0.306
H  -2.029  -0.237  1.653  0.276
H  -2.982  -0.860  2.986  0.348
H  -4.329  1.936  3.843  0.343
H  -5.676  1.482  2.780  0.287
H  -4.891  0.233  3.766  0.347
H  -1.975  2.780  2.339  0.237
H  -3.563  3.710  2.402  0.348
H  -4.512  2.289  0.719  0.339
H  -2.970  1.626  0.318  0.542

- energy above the lowest of the compared OMol25 structures with the same formula, charge and spin (kJ/mol) = 0.00
- LUMO level (hartree) = 0.0254
- 2S+1 = 1
- electronic energy (hartree) = -1229.635313
- net charge = 0

---

No. 3
Density functional theory data (wB97M-V/def2-TZVPD) for an isolated molecule of C17H23NO4.

Last column: Mulliken charge in e.
CARTESIAN COORDINATES (ANGSTROEM)
C  8.242  2.271  0.304  -1.279
C  7.606  1.051  -0.351  -0.307
C  6.183  0.815  0.150  -0.649
C  5.545  -0.415  -0.491  -0.691
C  4.127  -0.652  0.023  -0.544
C  3.501  -1.907  -0.598  -0.817
C  2.114  -2.111  -0.028  0.562
O  1.864  -2.847  0.901  -0.659
N  1.150  -1.388  -0.658  -0.172
C  -0.172  -1.267  -0.103  -0.853
C  -0.539  0.194  0.078  0.809
O  0.087  1.106  -0.391  -0.606
O  -1.646  0.316  0.811  -0.215
C  -2.179  1.622  1.007  -0.838
C  -3.481  1.861  0.235  0.432
O  -3.728  2.962  -0.195  -0.569
C  -4.392  0.711  0.063  0.586
C  -5.310  0.763  -0.987  -0.430
C  -6.195  -0.276  -1.194  -0.503
C  -6.184  -1.373  -0.346  -0.337
C  -5.287  -1.424  0.710  -0.740
C  -4.392  -0.391  0.918  -0.218
H  7.661  3.165  0.090  0.323
H  8.287  2.143  1.383  0.324
H  9.253  2.422  -0.067  0.383
H  7.589  1.188  -1.435  0.311
H  8.213  0.168  -0.139  0.317
H  5.573  1.695  -0.069  0.336
H  6.200  0.687  1.235  0.358
H  5.521  -0.286  -1.576  0.349
H  6.158  -1.293  -0.276  0.321
H  4.150  -0.770  1.108  0.289
H  3.507  0.219  -0.204  0.283
H  3.453  -1.805  -1.683  0.349
H  4.108  -2.777  -0.348  0.385
H  1.417  -0.660  -1.305  0.296
H  -0.188  -1.792  0.857  0.387
H  -0.924  -1.727  -0.758  0.254
H  -2.383  1.737  2.077  0.339
H  -1.447  2.375  0.696  0.455
H  -5.306  1.628  -1.633  0.423
H  -6.898  -0.233  -2.013  0.387
H  -6.877  -2.186  -0.504  0.390
H  -5.287  -2.273  1.376  0.386
H  -3.708  -0.438  1.749  0.394

- energy above the lowest of the compared OMol25 structures with the same formula, charge and spin (kJ/mol) = 111.41
- LUMO level (hartree) = 0.0007
- 2S+1 = 1
- electronic energy (hartree) = -1017.340459
- net charge = 0

---

No. 4
Density functional theory data (wB97M-V/def2-TZVPD) for an isolated molecule of C17H23NOS.

Last column: Mulliken charge in e.
CARTESIAN COORDINATES (ANGSTROEM)
C  0.786  -4.156  2.150  -1.673
C  0.150  -3.290  1.107  1.008
C  0.440  -3.477  -0.241  -0.648
C  -0.155  -2.695  -1.209  -0.685
C  -1.054  -1.699  -0.842  0.896
S  -1.751  -0.741  -2.163  -0.135
C  -3.172  0.093  -1.388  -0.915
C  -2.774  1.290  -0.532  0.698
O  -3.178  1.428  0.604  -0.670
N  -1.977  2.166  -1.164  -0.112
C  -1.443  3.344  -0.525  -0.741
C  0.062  3.479  -0.769  -1.602
C  0.847  2.292  -0.261  1.128
C  0.948  2.035  1.036  -0.527
C  1.709  0.887  1.620  -0.935
C  2.140  -0.122  0.560  0.462
C  2.641  0.605  -0.682  -1.160
C  1.503  1.417  -1.292  -0.260
C  -1.348  -1.490  0.496  -0.529
C  -0.749  -2.291  1.454  -0.991
H  0.290  -5.126  2.185  0.350
H  0.711  -3.699  3.134  0.374
H  1.836  -4.327  1.920  0.387
H  1.139  -4.247  -0.535  0.386
H  0.071  -2.845  -2.254  0.414
H  -3.731  -0.630  -0.794  0.403
H  -3.789  0.429  -2.223  0.475
H  -1.649  1.948  -2.093  0.272
H  -1.659  3.245  0.541  0.401
H  -1.958  4.235  -0.905  0.348
H  0.400  4.389  -0.268  0.395
H  0.235  3.603  -1.841  0.370
H  0.479  2.694  1.755  0.391
H  1.093  0.392  2.376  0.357
H  2.589  1.286  2.137  0.383
H  2.917  -0.775  0.961  0.405
H  1.290  -0.745  0.284  -0.629
H  3.020  -0.112  -1.412  0.394
H  3.458  1.276  -0.407  0.378
H  1.884  2.033  -2.111  0.451
H  0.758  0.735  -1.716  -0.006
H  -2.022  -0.712  0.812  0.335
H  -0.987  -2.122  2.494  0.359

- energy above the lowest of the compared OMol25 structures with the same formula, charge and spin (kJ/mol) = 0.00
- LUMO level (hartree) = 0.0231
- 2S+1 = 1
- electronic energy (hartree) = -1189.793827
- net charge = 0